Entry 1:
2 unconnected molecules or ions with the total composition C2H8S. Source: OMol25; level of theory: ωB97M-V/def2-TZVPD.

```
! wB97M-V def2-TZVPD RIJCOSX def2/J DEFGRID3
* xyz 0 1
C 0.4078 2.2458 0.2458
S 0.7496 1.1517 -1.2208
H -0.6363 2.0679 0.5058
H 0.9892 2.0435 1.0942
H 0.3576 3.3023 -0.0213
H -0.4323 0.7252 -1.5914
C -0.3414 -2.3082 0.2449
H -1.3693 -2.3391 0.5928
H -0.1015 -1.4667 -0.4515
H -0.1231 -3.2227 -0.3759
H 0.4998 -2.1995 0.9775
*
```

Computed properties:
ΔE to the lowest compared entry with this formula, charge and spin: 10.9 kcal per mole
HOMO energy: -9.2 eV
orbital gap: 0.3722 hartree
SMILES: CS.C



Entry 2:
2 unconnected molecules or ions with the total composition C2H8O2SSi2. Source: OMol25; level of theory: ωB97M-V/def2-TZVPD.

```
! wB97M-V def2-TZVPD RIJCOSX def2/J DEFGRID3
* xyz 0 1
C 0.9276 2.6636 0.0480
C 1.7191 2.1218 -0.8506
O 2.1304 -1.1756 -0.8551
O 2.1361 0.0845 1.3991
Si -1.0160 -1.0159 0.2526
Si 0.8543 -2.1405 -0.3422
S 2.7778 0.0340 0.0845
H 0.5157 3.5950 -0.1530
H 0.8387 2.3357 1.1187
H 2.0976 2.4152 -1.7587
H -1.3635 0.2624 -0.6296
H -0.9370 -0.4670 1.7561
H -2.3665 -1.8831 0.0945
H 1.2870 -3.1998 0.7773
H 0.8606 -3.0456 -1.6507
*
```

Computed properties:
ΔE to the lowest compared entry with this formula, charge and spin: 108.8 kcal per mole
HOMO energy (spin up / spin down): -8.6 / -8.6 eV
orbital gap (spin up / spin down): 0.3080 / 0.3078 hartree



Entry 3:
C2H3Br2N in the gas phase. Source: OMol25; level of theory: ωB97M-V/def2-TZVPD.

```
! wB97M-V def2-TZVPD RIJCOSX def2/J DEFGRID3
* xyz 0 1
H -0.9138 1.5840 -1.5669
N -0.2304 1.0092 -1.0710
C -0.3806 0.1353 -0.2384
Br -2.2904 -0.1655 0.5816
C 0.5047 -0.6642 0.5139
Br 2.5425 0.2331 0.3230
H 0.4612 -1.5893 -0.0340
H 0.3069 -0.5425 1.4919
*
```

Computed properties:
ΔE to the lowest compared entry with this formula, charge and spin: 20.3 kcal per mole
HOMO energy: -10.2 eV
orbital gap: 0.3392 hartree
SMILES: [H]/N=C(\Br)CBr



Entry 4:
A gas-phase ion, CHN4S2 (charge -1). Source: OMol25; level of theory: ωB97M-V/def2-TZVPD.

```
! wB97M-V def2-TZVPD RIJCOSX def2/J DEFGRID3
* xyz -1 1
S -0.8336 2.1647 -1.4940
N 0.4542 1.2494 -0.6115
C 0.4043 0.0810 0.0501
N 1.5696 -0.1825 0.5916
N 2.3815 0.8064 0.2919
N 1.7272 1.6851 -0.4334
S 2.3420 3.0694 -1.0253
H -0.4716 -0.5278 0.1105
*
```

Computed properties:
ΔE to the lowest compared entry with this formula, charge and spin: 24.6 kcal per mole
HOMO energy: -3.9 eV
orbital gap: 0.2776 hartree
SMILES: [S-]n1cnn[n+]1[S-]



Entry 5:
A molecular structure, C11H24IO4P2Sc. Source: OMol25; level of theory: ωB97M-V/def2-TZVPD.

```
! wB97M-V def2-TZVPD RIJCOSX def2/J DEFGRID3
* xyz 2 1
C -0.0484 0.6461 -3.1887
C -0.1249 1.7246 -2.1337
H 0.0048 0.9897 -4.2271
H -0.9298 0.0123 -3.1045
H 0.8405 0.0623 -3.0009
O -0.2788 2.9037 -2.3632
I 0.7503 -3.0738 -1.2188
Sc -0.0065 -0.8458 -0.0837
P 2.5322 -0.0356 -0.3345
C 2.9926 1.2806 0.8186
C 3.4782 -1.4467 0.3875
H 4.5271 -1.3181 0.1008
H 4.5124 0.1055 -1.6474
H 3.0854 -2.3905 -0.0187
H 3.0981 -0.2302 -2.6863
H 2.5209 1.0630 1.7781
H 3.3581 -1.4430 1.4781
C 3.4775 0.3653 -1.8555
H 4.0766 1.2992 0.9285
H 3.3780 1.4275 -2.0765
H 2.6241 2.2369 0.4488
P -2.5195 -0.0778 -0.2817
C -2.8795 1.2662 0.8921
C -3.4743 0.3920 -1.7361
H -3.2084 -2.3925 0.0914
H -4.6222 -1.2797 0.1488
H -3.4939 -1.4094 1.5545
C -3.5717 -1.4184 0.4550
H -3.3098 -0.3245 -2.5430
H -4.5414 0.4034 -1.5021
H -3.9627 1.3806 1.0261
H -2.4549 2.2104 0.5396
H -3.1826 1.3758 -2.1011
H -2.4281 1.0507 1.8691
C 0.0167 1.5678 -0.2463
O 0.0585 2.4782 0.5008
C -0.0373 -1.2713 3.9968
C -0.0605 -1.2070 2.5379
O 0.6111 -0.2630 1.9403
O -0.7188 -1.9935 1.7597
H 0.9629 -1.0670 4.3456
H -0.3591 -2.2461 4.3522
H -0.6927 -0.5081 4.3995
*
```

Computed properties:
ΔE to the lowest compared entry with this formula, charge and spin: 86.2 kcal per mole
HOMO energy (spin up / spin down): -15.6 / -15.6 eV
orbital gap (spin up / spin down): 0.1724 / 0.1725 hartree



Entry 6:
A molecular structure, C3H3LiO4Tm. Source: OMol25; level of theory: ωB97M-V/def2-TZVPD.

```
! wB97M-V def2-TZVPD RIJCOSX def2/J DEFGRID3
* xyz 2 4
O -1.4701 -1.0225 1.5868
O 0.6766 -0.6864 -1.1977
C 1.2645 -0.4851 -0.0861
C -0.8732 0.6788 -0.5009
O 1.1038 -1.2481 0.8920
O 1.8235 0.6786 0.0687
C -1.3384 -0.4091 0.4389
H -1.3461 0.8078 -1.4807
H -1.9233 -0.9512 -0.3324
H -1.8974 0.8256 0.6597
Li 3.3988 -0.5700 -0.1625
Tm 0.5813 2.3817 0.1142
*
```

Computed properties:
ΔE to the lowest compared entry with this formula, charge and spin: 116.2 kcal per mole
HOMO energy (spin up / spin down): -16.8 / -16.7 eV
orbital gap (spin up / spin down): 0.2261 / 0.2163 hartree



Entry 7:
2 unconnected molecules or ions with the total composition C6H12O. Source: OMol25; level of theory: ωB97M-V/def2-TZVPD.

```
! wB97M-V def2-TZVPD RIJCOSX def2/J DEFGRID3
* xyz 0 1
C 1.5072 1.8587 0.0003
C 0.2621 1.7765 0.5048
C -0.1627 0.3749 1.0000
C -1.5965 0.0100 1.1155
C 0.8239 -0.5778 1.0874
C 0.3927 -2.1687 1.1533
H 2.1903 0.9342 -0.4124
H 1.6582 2.9936 -0.2768
H -0.5946 2.3892 0.5457
H -2.2206 0.0060 -0.0288
H -2.1513 0.7976 1.6630
H -1.9892 -0.9095 1.5619
H 1.8673 -0.5120 0.9642
H 0.8307 -2.9599 0.4638
H -0.7441 -2.2588 1.1407
H 0.5894 -2.4222 2.1668
O -0.5569 0.1075 -4.0460
H 0.3063 0.1716 -3.6645
H -0.4122 0.3893 -4.9389
*
```

Computed properties:
ΔE to the lowest compared entry with this formula, charge and spin: 94.9 kcal per mole
HOMO energy: -8.4 eV
orbital gap: 0.3314 hartree
SMILES: C=C/C(C)=C/C.O